The following is a DFT calculation (ωB97M-V/def2-TZVPD) of the molecule C4H6O2.

Calculated values
- LUMO energy (Eh) = 0.025
- charge = 0
- strongest force on any atom (eV/A) = 0.835
- Kohn-Sham gap (eV) = 9.71
- energy relative to the best compared isomer or geometry (same formula, charge and spin) (kcal/mol) = 75.9

Positions of all 12 atoms, in Å:
C -1.699760 -0.303356 0.265571
C -0.372716 -0.239884 1.013020
C 0.850477 0.273308 0.344534
O 0.691333 0.378870 -0.957060
C 2.068477 0.546031 -1.318896
O 2.655742 -0.315061 -1.882636
H -2.013789 0.689999 -0.067463
H -1.638458 -0.948793 -0.615133
H -2.479889 -0.697635 0.923788
H -0.057071 -1.244769 1.342233
H -0.437287 0.336905 1.943212
H 2.432939 1.524386 -0.991170

Cartesian forces, eV/Å:
-0.06 0.03 -0.10
-0.01 0.09 0.10
-0.40 -0.10 0.06
0.19 -0.20 0.40
0.57 -0.33 -0.51
-0.36 0.58 0.12
0.04 -0.11 0.02
0.02 0.10 0.12
0.11 0.05 -0.10
0.02 0.15 0.02
-0.10 -0.14 -0.01
-0.01 -0.11 -0.12

***

The following is a DFT calculation (ωB97M-V/def2-TZVPD) of a cluster of 2 separate species, C13H21N2O5 in total.

Calculated values
- LUMO energy (Eh) = -0.148
- charge = +1
- strongest force on any atom (eV/A) = 0.633
- Kohn-Sham gap (eV) = 9.60
- energy relative to the best compared isomer or geometry (same formula, charge and spin) (kcal/mol) = 0.0

Positions of all 41 atoms, in Å:
C -0.536502 -2.161168 0.153522
C -0.379785 -2.494483 -1.339524
C 1.057376 -2.246393 -1.768685
O 1.183213 -1.998040 -3.201375
C 0.680395 -0.829689 -3.575528
C -0.315242 -0.819784 -4.597934
N -0.876187 0.266012 -5.032026
N -0.501560 1.396801 -4.443855
C 0.408795 1.505324 -3.472261
O 0.638931 2.719842 -3.025081
C 0.366646 2.937334 -1.596627
C -1.037613 2.538478 -1.203911
C 1.059761 0.362920 -3.028505
H 0.231479 -1.454716 0.466166
H -1.496643 -1.689537 0.361106
H -0.439812 -3.046265 0.781412
H -0.649116 -3.532388 -1.536426
H -1.068761 -1.866910 -1.911979
H 1.704550 -3.092050 -1.545606
H 1.459959 -1.385082 -1.232581
H -0.632635 -1.752939 -5.046898
H -0.963731 2.237169 -4.773636
H 0.527617 4.004030 -1.464292
H 1.122634 2.417627 -1.005839
H -1.309987 3.042420 -0.277855
H -1.124966 1.465793 -1.020846
H -1.746388 2.820875 -1.986389
H 1.821389 0.434848 -2.266107
C -0.163977 0.673533 6.052073
C -0.412417 0.001957 4.729373
C 0.639853 -0.993330 4.283488
O 0.543155 -0.910560 2.849227
C 0.088233 0.325812 2.544880
O 0.088734 0.788348 1.441537
O -0.352396 0.957409 3.640563
H -0.923397 1.428774 6.246787
H -0.194459 -0.062903 6.854794
H 0.809091 1.165285 6.057370
H -1.405666 -0.453234 4.704174
H 0.454066 -2.012974 4.607622
H 1.645361 -0.688147 4.579673

Cartesian forces, eV/Å:
0.13 -0.12 -0.05
-0.05 0.01 0.22
0.27 0.05 0.33
-0.43 -0.15 -0.02
-0.10 -0.38 -0.16
0.15 -0.18 -0.18
0.05 0.04 0.01
0.02 0.02 -0.04
0.15 0.07 0.06
-0.35 0.09 -0.15
0.20 0.24 0.55
0.00 -0.23 -0.23
0.01 0.26 0.32
-0.11 -0.02 0.02
-0.03 -0.13 0.00
-0.02 0.02 -0.01
-0.08 0.07 -0.11
0.13 0.02 -0.10
-0.02 0.00 -0.20
0.02 -0.02 -0.05
0.01 0.06 -0.02
0.00 -0.02 0.00
0.02 -0.03 -0.19
-0.03 -0.07 -0.07
0.02 -0.01 -0.03
0.03 0.03 -0.01
-0.03 0.13 0.13
-0.03 0.07 0.00
0.06 0.19 -0.08
0.07 -0.03 0.14
-0.03 -0.05 0.02
0.06 0.14 0.07
0.07 0.02 0.00
0.03 0.01 -0.03
-0.10 -0.02 -0.02
-0.04 -0.04 0.02
-0.01 -0.01 0.00
0.02 -0.05 0.01
-0.01 0.01 -0.04
-0.05 -0.02 -0.10
-0.01 0.02 0.04

***

The following is a DFT calculation (ωB97M-V/def2-TZVPD) of a structure of composition C16H33FIrN9Te in a non-equilibrium geometry.

Calculated values
- LUMO energy (alpha / beta) (Eh) = -0.353 / -0.445
- charge = +3
- strongest force on any atom (eV/A) = 3.383
- Kohn-Sham gap (alpha / beta) (eV) = 6.06 / 3.50
- multiplicity = 2

Positions of all 61 atoms, in Å:
Ir 0.265190 0.411158 0.052124
N -1.179587 -0.970813 1.341398
C -1.730418 -0.358536 2.572488
C -0.995478 0.935493 2.929862
N -0.844868 1.842522 1.784436
C -0.003442 2.996328 2.134978
C 1.476183 2.723143 1.888808
N 1.652895 2.312164 0.489313
C -2.133625 2.298026 1.248057
C -2.009635 2.725603 -0.211460
N -1.538592 1.577440 -1.004655
H -0.567893 -1.742558 1.602548
H -1.935303 -1.385353 0.801751
H -2.794862 -0.162248 2.439188
H -1.642691 -1.046740 3.417542
H -1.541496 1.428474 3.744590
H 0.002275 0.702835 3.302248
H -0.299200 3.845196 1.518527
H -0.154412 3.279647 3.181562
H 2.043481 3.632832 2.114781
H 1.853023 1.933163 2.540026
H 1.418673 3.095264 -0.122329
H 2.630298 2.081077 0.321832
H -2.852179 1.482487 1.297260
H -2.527605 3.125393 1.849833
H -2.986333 3.078163 -0.559612
H -1.303204 3.547139 -0.331756
H -2.306764 0.914389 -1.093996
H -1.307685 1.889980 -1.943584
C -2.831730 -3.189898 -3.582672
Te -1.233594 -2.068401 -2.708208
C 0.067211 -3.764319 -2.589811
H -3.150173 -3.961745 -2.886256
H -2.464437 -3.655626 -4.494570
H -3.660963 -2.532475 -3.818192
H 0.228914 -4.141604 -3.595819
H -0.403206 -4.538584 -1.989507
H 1.008781 -3.467565 -2.144598
F 1.846159 -6.574581 0.938968
C 1.855803 -5.258322 0.999770
C 1.226059 -4.611917 2.070203
C 1.231308 -3.243279 2.118364
C 1.866007 -2.458361 1.108346
C 1.966969 -1.054220 1.207569
C 2.463215 -3.163208 0.021475
C 2.472559 -4.531363 -0.025472
H 0.771245 -5.201855 2.850449
H 0.801213 -2.751679 2.979063
H 2.761908 -0.607819 0.621546
H 1.807517 -0.647012 2.200822
H 2.950358 -2.586086 -0.749587
H 2.968023 -5.065692 -0.820341
N 4.306614 -0.528130 -3.524176
N 3.132343 -0.075803 -3.125922
N 2.308897 0.526172 -3.946004
C 1.232258 0.710290 -3.210334
N 1.408216 0.230216 -1.970997
N 2.635343 -0.266509 -1.939245
H 4.643630 -0.157309 -4.405172
H 4.985892 -0.780991 -2.821281
H 0.344046 1.171650 -3.585521

Cartesian forces, eV/Å:
0.40 2.10 2.16
0.63 -0.32 -1.24
0.07 0.68 0.25
-0.26 -0.36 0.40
0.70 -1.64 -0.93
0.85 0.17 -0.03
-0.47 0.05 0.50
-0.38 -1.27 -1.05
-0.23 0.22 -0.53
-0.23 0.11 0.43
0.38 -0.35 -0.11
0.03 -0.04 -0.18
0.06 -0.01 0.16
0.10 -0.12 -0.04
-0.02 0.04 -0.13
0.04 0.00 -0.05
0.03 0.03 -0.01
-0.05 0.02 0.05
-0.10 0.01 -0.08
0.01 -0.13 -0.08
-0.03 -0.02 -0.08
0.12 -0.20 -0.01
-0.07 0.05 -0.08
-0.04 0.02 0.06
0.02 -0.11 0.01
0.14 0.03 0.04
-0.01 -0.04 -0.02
0.10 0.12 -0.11
-0.12 -0.03 0.04
0.03 0.15 0.00
-0.10 -1.08 -0.32
0.01 0.25 -0.04
0.09 -0.01 0.16
0.18 0.02 -0.03
-0.01 0.16 0.05
-0.11 0.08 -0.19
-0.19 0.06 0.11
0.01 0.15 0.09
0.05 -0.14 0.03
-0.20 0.86 0.03
0.22 -0.84 -0.45
0.53 0.96 -0.74
-0.56 -2.37 -0.40
-1.14 3.07 -0.86
-0.39 0.86 0.89
-0.19 -0.70 0.33
-0.03 -0.10 0.07
-0.02 0.11 0.20
0.21 0.00 0.36
0.30 0.07 0.01
0.14 0.03 -0.09
0.06 -0.12 -0.10
1.22 -0.74 -0.59
-1.63 0.67 0.69
0.15 0.14 -0.82
-0.04 -0.13 0.41
-0.46 -0.40 1.13
0.84 -0.52 0.47
-0.22 0.13 0.17
-0.22 0.21 0.18
-0.19 0.19 -0.09